Record 1
Below is C16H31AgF3O7S as an isolated structure in a non-equilibrium geometry, with properties calculated with ωB97M-V/def2-TZVPD.

Properties
Total energy = -54414.3223 eV
HOMO level = -4.0 eV

ORCA input file:
```
! RIJCOSX wB97M-V def2-TZVPD def2/J DEFGRID3
* xyz -1 1
Ag 0.068 -0.212 0.442
C -0.247 -2.660 -1.356
C 0.920 -3.100 -0.464
C 2.102 -3.499 -1.368
O 1.257 -2.179 0.488
H -0.536 -3.446 -2.073
H 0.048 -1.774 -1.930
H -1.131 -2.433 -0.752
H 0.646 -4.067 0.028
H 3.014 -3.649 -0.789
H 2.308 -2.798 -2.190
H 1.879 -4.459 -1.862
C 2.010 1.952 3.967
F 2.901 2.083 2.959
F 2.698 2.095 5.118
F 1.138 2.977 3.878
S 1.171 0.309 3.897
O 0.490 0.239 5.172
O 0.269 0.476 2.762
O 2.262 -0.604 3.721
C -1.072 1.336 -3.765
C -2.046 0.134 -3.704
C -2.589 0.275 -2.299
O -1.467 0.651 -1.518
C -0.501 1.300 -2.346
H -1.593 2.273 -3.954
H -0.349 1.090 -4.541
H -1.476 -0.787 -3.832
H -2.788 0.200 -4.502
H -2.985 -0.662 -1.908
H -3.362 1.055 -2.292
H 0.431 0.731 -2.327
H -0.291 2.302 -1.965
C 3.316 1.809 -2.071
C 2.708 3.079 -1.423
C 1.995 2.532 -0.170
O 1.962 1.115 -0.280
C 3.080 0.706 -1.037
H 4.382 1.927 -2.275
H 2.829 1.600 -3.024
H 1.988 3.506 -2.124
H 3.455 3.834 -1.191
H 1.007 2.957 -0.006
H 2.596 2.772 0.713
H 2.883 -0.255 -1.510
H 3.951 0.574 -0.387
C -3.963 -0.576 3.020
C -2.708 -1.239 3.599
C -2.048 -1.746 2.319
O -2.237 -0.643 1.415
C -3.427 0.059 1.734
H -4.376 0.151 3.722
H -4.733 -1.322 2.813
H -2.961 -2.045 4.290
H -2.007 -0.550 4.068
H -2.543 -2.634 1.910
H -0.975 -1.891 2.428
H -4.145 0.014 0.904
H -3.206 1.123 1.863
*
```

---

Record 2
Below is C16H31BClNNaO10PS as an isolated structure in a non-equilibrium geometry, with properties calculated with ωB97M-V/def2-TZVPD.

Properties
Total energy = -76785.5445 eV
HOMO level = -7.1 eV

ORCA input file:
```
! RIJCOSX wB97M-V def2-TZVPD def2/J DEFGRID3
* xyz 0 1
C 5.228 2.379 0.430
C 4.949 1.791 -1.082
O 3.532 1.808 -1.492
C 3.168 3.149 -2.051
C 2.398 2.897 -3.488
O 0.946 3.161 -3.452
C 0.247 2.240 -2.542
C -1.065 1.492 -3.193
O -0.983 0.071 -2.820
C -1.994 -0.306 -1.821
C -1.201 -0.938 -0.486
C -0.913 -2.529 -0.920
C 0.495 -2.704 -1.779
C 1.678 -3.505 -0.913
Cl 3.323 -2.577 -0.946
O 0.024 -0.134 -0.374
S 0.687 -0.115 1.184
O 2.240 -0.387 1.225
O 0.527 1.350 1.723
C -0.094 -1.423 2.270
C 0.572 -1.597 3.755
O 0.153 -2.588 4.575
O 1.601 -0.651 4.219
C -1.707 -1.174 2.234
B -2.293 -0.049 3.270
O -1.562 0.730 4.280
O -3.761 0.263 3.143
C -4.430 0.042 4.435
C -2.267 -0.793 0.744
P -3.696 -2.068 0.352
N -4.913 -1.983 1.415
H 4.996 3.544 0.533
H 6.384 2.281 0.711
H 4.652 1.777 1.259
H 5.653 2.356 -1.856
H 5.344 0.666 -1.072
H 2.389 3.618 -1.285
H 4.101 3.842 -2.226
H 2.563 1.779 -3.867
H 2.887 3.619 -4.273
H -0.045 2.720 -1.497
H 1.022 1.373 -2.273
H -2.088 2.010 -2.960
H -0.927 1.565 -4.376
H -2.750 -1.059 -2.300
H -2.628 0.590 -1.396
H -0.988 -3.265 0.005
H -1.771 -2.896 -1.664
H 0.879 -1.711 -2.268
H 0.253 -3.438 -2.689
H 1.914 -4.533 -1.468
H 1.337 -3.794 0.169
H 0.095 -2.464 1.713
H -2.213 -2.210 2.543
H -0.611 0.912 4.027
H -3.716 -0.344 5.290
H -5.327 -0.732 4.391
H -4.886 1.069 4.834
H -2.692 0.302 0.763
H -3.204 -3.445 0.394
H -4.271 -1.852 -0.963
H -5.772 -1.748 0.831
Na -1.466 3.617 -0.925
*
```

---

Record 3
Below is C16H31BF7MnN7PS as an isolated structure in a non-equilibrium geometry, with properties calculated with ωB97M-V/def2-TZVPD.

Properties
Total energy = -98670.8309 eV
HOMO level (spin up / spin down) = -10.8 / -10.4 eV

ORCA input file:
```
! RIJCOSX wB97M-V def2-TZVPD def2/J DEFGRID3
* xyz 1 2
Mn 0.355 -1.069 0.834
N -0.110 -1.115 2.944
C 0.620 -0.329 3.954
C 2.087 -0.696 3.956
C 2.802 -0.305 2.679
N 2.415 -1.176 1.552
H -1.096 -0.874 2.957
H -0.053 -2.104 3.167
H 0.202 -0.475 4.952
H 0.505 0.727 3.701
H 2.196 -1.776 4.127
H 2.573 -0.201 4.799
H 3.881 -0.336 2.835
H 2.541 0.717 2.400
H 2.636 -2.148 1.752
H 2.967 -0.914 0.742
C -1.418 -3.122 -4.036
N 0.119 -3.143 -3.915
C 0.677 -1.983 -4.757
N 0.109 -0.747 -4.353
C -1.351 -0.796 -4.476
N -1.936 -1.858 -3.660
C -1.817 -1.587 -2.217
P -0.050 -1.479 -1.680
C 0.552 -3.039 -2.476
C 0.537 -0.324 -3.006
H -1.791 -3.918 -3.395
H -1.634 -3.343 -5.080
H 0.460 -4.025 -4.298
H 0.421 -2.212 -5.790
H 1.757 -1.993 -4.628
H -1.610 -0.969 -5.521
H -1.766 0.159 -4.164
H -2.321 -2.365 -1.643
H -2.311 -0.651 -1.982
H 0.177 -3.900 -1.928
H 1.640 -3.062 -2.441
H 1.625 -0.246 -2.971
H 0.146 0.669 -2.794
F -3.234 1.160 1.435
B -2.797 0.353 0.396
F -2.352 1.173 -0.704
F -3.710 -0.581 -0.026
F -1.607 -0.341 0.882
C -2.561 4.259 1.094
C -1.114 3.967 1.316
C -0.276 4.714 2.096
C 1.051 4.298 2.224
N 1.525 3.215 1.605
C 0.707 2.505 0.824
S 1.263 1.135 -0.062
N -0.590 2.882 0.707
C 2.006 5.049 3.097
H -2.803 5.259 1.445
H -3.168 3.528 1.630
H -2.819 4.171 0.037
H -0.640 5.601 2.596
H -1.191 2.309 0.105
H 1.803 6.119 3.076
H 3.029 4.853 2.785
H 1.893 4.711 4.130
F 1.334 -3.521 0.157
C 0.152 -3.149 0.903
F -0.855 -3.707 0.127
F 0.217 -3.952 1.982
*
```

---

Record 4
Below is C16H31BaF3O3P2S as an isolated structure in a non-equilibrium geometry, with properties calculated with ωB97M-V/def2-TZVPD.

Properties
Total energy = -61491.5818 eV
HOMO level (spin up / spin down) = -3.6 / -3.5 eV

ORCA input file:
```
! RIJCOSX wB97M-V def2-TZVPD def2/J DEFGRID3
* xyz 0 1
P 0.874 2.912 -0.312
P -1.347 1.424 3.299
C -0.371 1.874 0.529
C -1.014 2.498 1.778
H 0.191 0.969 0.797
H -1.143 1.586 -0.204
H -0.378 3.292 2.212
H -1.983 2.950 1.519
C -0.628 -0.215 2.848
H 0.467 -0.195 2.923
H -0.886 -0.544 1.824
H -1.010 -0.978 3.543
C -3.117 1.003 2.995
H -3.202 0.067 2.427
H -3.657 1.816 2.483
H -3.572 0.865 3.983
C 1.492 2.048 -1.753
H 2.486 2.438 -2.009
H 0.811 2.238 -2.595
H 1.596 0.961 -1.594
C 0.222 4.496 -0.851
H -0.614 4.851 -0.235
H -0.126 4.418 -1.890
H 1.018 5.252 -0.822
Ba 1.086 -2.068 -0.840
C -1.534 -2.530 -0.310
C -0.902 -3.709 -0.547
C -0.835 -4.405 -1.882
C -0.878 -3.514 -3.169
C -0.064 -2.246 -3.147
C -0.490 -1.043 -2.682
C -1.890 -0.784 -2.205
C -2.494 -1.870 -1.257
C 2.235 3.093 0.843
H -1.549 -2.131 0.713
H -0.518 -4.313 0.295
H -1.659 -5.137 -1.983
H 0.087 -5.017 -1.889
H -0.472 -4.138 -3.986
H -1.933 -3.314 -3.421
H 0.920 -2.329 -3.647
H 0.137 -0.139 -2.778
H -2.562 -0.692 -3.078
H -1.926 0.190 -1.686
H -3.276 -1.375 -0.658
H -3.026 -2.613 -1.869
H 2.071 2.509 1.753
H 2.358 4.148 1.114
H 3.164 2.733 0.388
F 3.224 0.587 3.198
C 4.013 -0.110 2.336
F 4.562 0.765 1.453
F 4.994 -0.728 3.020
S 2.962 -1.325 1.427
O 3.722 -1.838 0.286
O 2.470 -2.287 2.382
O 1.894 -0.397 0.927
*
```